Entry 1:
Formula: C42H98FO21PSSi2
Source: the OMol25 dataset
Level of theory: ωB97M-V with the def2-TZVPD basis set

The value obtained for the orbital gap is 7.343 eV. For the electronic energy, the calculation gives -4656.97625 a.u. The value obtained for the LUMO energy is -1.67 eV. The value obtained for the HOMO energy is -9.0 eV. The energy above the lowest of the compared OMol25 structures with the same formula, charge and spin comes out at 1112.4 kJ/mol. The value obtained for the largest force on an atom is 10.3 eV/A.

Geometry (Å):
C1 7.2365 -3.2809 -0.2782
C2 6.3505 -4.3795 0.6084
C3 5.4228 -5.3015 -0.4316
O1 4.6635 -4.3422 -1.2473
C4 4.5474 -4.8198 -2.6641
Si1 2.8299 -4.0877 -3.2781
O2 2.8122 -2.4179 -2.7356
Si2 1.4550 -1.5099 -3.3762
C5 1.8331 -0.4527 -4.9394
C6 0.9619 -0.2289 -1.9706
C7 2.0630 1.0178 -2.1441
C8 2.5357 1.6667 -0.7113
C9 3.7950 2.7028 -1.0561
O3 4.4032 3.2849 0.1623
C10 -0.1328 -2.5357 -3.7332
C11 -1.4319 -1.5732 -4.1535
C12 -2.7107 -2.5514 -4.6012
C13 -3.8784 -2.5368 -3.4397
C14 -4.0329 -3.9449 -2.6144
C15 -2.8977 -4.1689 -1.4315
C16 -2.6780 -2.8580 -0.4597
C17 -2.8560 -3.3184 1.1314
O4 -4.2989 -3.5335 1.3661
C18 -4.9841 -2.2828 1.7288
P1 1.2987 -5.3637 -2.2554
O5 0.6727 -4.6251 -0.9668
O6 2.1241 -6.7873 -1.5881
O7 0.0902 -5.9805 -3.3479
S1 2.8067 -4.3617 -5.4199
O8 3.9384 -5.4082 -5.7614
O9 1.4985 -4.9575 -5.9951
F1 3.1734 -2.9606 -6.3389
H1 8.3639 -3.4730 -0.0153
H2 6.9166 -2.1679 -0.0005
H3 7.1038 -3.4366 -1.4341
H4 7.0278 -5.0553 1.3041
H5 5.6090 -3.7200 1.2658
H6 4.6507 -5.8653 0.2627
H7 6.0559 -6.0712 -1.0447
H8 5.4176 -4.3521 -3.2939
H9 4.5372 -6.0035 -2.6990
H10 1.5242 -1.0354 -5.9343
H11 2.9454 -0.0890 -4.9461
H12 1.0935 0.4829 -4.9039
H13 1.1781 -0.6701 -0.8825
H14 -0.1460 0.1404 -2.0755
H15 1.5808 1.7925 -2.8847
H16 3.0539 0.6118 -2.6678
H17 1.6994 2.2871 -0.1769
H18 3.0147 0.8284 -0.0173
H19 3.4834 3.5844 -1.7684
H20 4.6735 2.1114 -1.6037
H21 5.1008 3.9507 -0.1688
H22 0.0795 -3.1928 -4.6971
H23 -0.5023 -3.1767 -2.8254
H24 -1.7215 -0.8054 -3.3192
H25 -1.0940 -1.0465 -5.1698
H26 -3.1920 -2.0542 -5.5600
H27 -2.3596 -3.6288 -4.9083
H28 -4.9014 -2.3338 -3.9901
H29 -3.6759 -1.5997 -2.7579
H30 -5.1329 -4.0833 -2.1720
H31 -3.9110 -4.8342 -3.3958
H32 -3.3028 -5.0449 -0.7320
H33 -1.8632 -4.5812 -1.8578
H34 -1.5663 -2.5021 -0.5706
H35 -3.4513 -1.9928 -0.6254
H36 -2.4494 -2.4219 1.7711
H37 -2.1936 -4.2602 1.3750
H38 -4.9103 -1.4311 0.9121
H39 -4.6588 -1.8231 2.7546
H40 -6.1398 -2.5486 1.8148
H41 1.4019 -7.5093 -1.5692
H42 -0.1900 -5.3083 -4.0362
C19 -2.7548 1.5476 0.1734
O10 -2.4506 2.6756 0.9795
C20 -1.1509 3.2076 0.7407
C21 -1.1898 4.7330 0.5743
O11 -1.8528 5.2069 -0.6038
C22 -3.2731 5.0266 -0.6682
C23 -4.0851 5.8074 0.3719
O12 -3.9180 5.2451 1.6725
C24 -3.7394 6.2212 2.6915
H43 -2.3180 0.6450 0.6178
H44 -3.8413 1.4366 0.1416
H45 -2.4024 1.6742 -0.8544
H46 -0.6862 2.7581 -0.1414
H47 -0.5386 2.9608 1.6139
H48 -0.1525 5.0785 0.4825
H49 -1.5834 5.2215 1.4636
H50 -3.5243 3.9659 -0.6616
H51 -3.5662 5.3957 -1.6577
H52 -5.1491 5.7373 0.1269
H53 -3.7892 6.8646 0.3460
H54 -3.0872 7.0336 2.3627
H55 -3.2583 5.7310 3.5445
H56 -4.7037 6.6124 3.0040
C25 -1.6694 4.7523 9.3671
O13 -0.6573 5.1935 8.4751
C26 0.6473 4.7491 8.8352
C27 1.3949 4.1644 7.6289
O14 0.8670 2.9362 7.1139
C28 -0.4099 2.9977 6.4661
C29 -0.4540 3.8177 5.1714
O15 -0.3566 5.2134 5.4511
C30 0.5137 5.9078 4.5659
H57 -1.7024 5.4087 10.2451
H58 -2.6284 4.8085 8.8465
H59 -1.5173 3.7135 9.6744
H60 0.6138 4.0056 9.6366
H61 1.1936 5.6239 9.2021
H62 2.4136 3.9265 7.9595
H63 1.5089 4.9002 6.8353
H64 -1.1803 3.3140 7.1694
H65 -0.6517 1.9608 6.2062
H66 -1.4152 3.6569 4.6742
H67 0.3474 3.4817 4.5001
H68 1.4173 5.3317 4.3535
H69 0.8184 6.8380 5.0568
H70 -0.0085 6.1471 3.6437
C31 4.6176 -9.5142 -0.6132
O16 5.1858 -9.1300 0.6294
C32 4.2143 -8.8053 1.6194
C33 4.5240 -9.4914 2.9571
O17 4.3908 -10.9177 2.9626
C34 5.3493 -11.6637 2.2019
C35 6.7977 -11.5747 2.6968
O18 7.3502 -10.2886 2.4207
C36 8.1063 -9.7546 3.5007
H71 4.3476 -8.6212 -1.1899
H72 5.3687 -10.0809 -1.1688
H73 3.7444 -10.1593 -0.4800
H74 3.2044 -9.0756 1.2982
H75 4.2505 -7.7203 1.7597
H76 3.7907 -9.1286 3.6881
H77 5.4959 -9.1914 3.3438
H78 5.2701 -11.4192 1.1425
H79 5.0362 -12.7103 2.2901
H80 7.4085 -12.3075 2.1610
H81 6.8311 -11.8088 3.7691
H82 7.6253 -9.9443 4.4631
H83 8.1647 -8.6696 3.3646
H84 9.1108 -10.1685 3.4911
C37 -8.3041 10.5704 -3.4419
O19 -6.8876 10.5710 -3.3512
C38 -6.4064 10.4742 -2.0139
C39 -5.3022 9.4154 -1.8891
O20 -5.7247 8.0600 -2.0807
C40 -6.1249 7.6842 -3.4045
C41 -5.0178 7.7227 -4.4644
O21 -4.6696 9.0685 -4.7858
C42 -3.2671 9.2787 -4.8953
H85 -8.6893 11.5781 -3.2443
H86 -8.5786 10.2794 -4.4587
H87 -8.7562 9.8490 -2.7551
H88 -7.2115 10.2435 -1.3106
H89 -5.9918 11.4528 -1.7512
H90 -4.9225 9.4584 -0.8607
H91 -4.4510 9.6496 -2.5255
H92 -7.0001 8.2547 -3.7156
H93 -6.4619 6.6447 -3.3198
H94 -5.3823 7.2575 -5.3851
H95 -4.1498 7.1540 -4.1051
H96 -2.7168 8.7462 -4.1161
H97 -3.0775 10.3494 -4.7657
H98 -2.9216 8.9731 -5.8791

Atom charges from the Löwdin analysis, given in e for atoms 1 to 99: -0.134 -0.195 -0.208 -0.277 -0.249 0.512 -0.310 0.456 -0.205 -0.227 -0.267 -0.165 -0.263 -0.164 -0.280 -0.205 -0.189 -0.215 -0.203 -0.189 -0.166 -0.206 -0.258 -0.133 0.675 -0.387 -0.248 -0.246 0.749 -0.362 -0.374 -0.265 0.071 0.087 0.068 0.112 0.116 0.123 0.138 0.118 0.114 0.060 0.061 0.070 0.103 0.070 0.115 0.099 0.105 0.135 0.124 0.126 0.111 0.072 0.057 0.096 0.111 0.109 0.110 0.109 0.091 0.120 0.111 0.120 0.083 0.106 0.091 0.119 0.139 0.087 0.098 0.109 0.103 0.050 -0.110 -0.200 -0.186 -0.166 -0.125 -0.163 -0.182 -0.205 -0.102 0.085 0.087 0.081 0.104 0.120 0.127 0.100 0.107 0.119 0.125 0.120 0.084 0.085 0.084 -0.112 -0.206


Entry 2:
Formula: C26H54NO6P
Source: the OMol25 dataset
Level of theory: ωB97M-V with the def2-TZVPD basis set

The value obtained for the orbital gap is 9.045 eV. For the electronic energy, the calculation gives -1870.58792 a.u. The value obtained for the LUMO energy is 0.61 eV. The value obtained for the HOMO energy is -8.4 eV. The SMILES is CCCCCCCCCC[PH](CC)(CCCN)OC[C@@H](C)O.O=C1CCCO1.O=C1CCCO1. The value obtained for the largest force on an atom is 0.5 eV/A.

Geometry (Å):
C1 2.5019 5.7310 3.1013
C2 3.7340 5.1477 2.3890
C3 4.0652 3.6830 2.7216
C4 3.4254 2.6684 1.7747
C5 1.8973 2.5477 1.9350
C6 1.1216 2.5842 0.6214
C7 1.5148 1.4872 -0.3686
C8 0.5579 1.3675 -1.5622
C9 0.4634 -0.0299 -2.1804
C10 -0.6885 -0.9284 -1.7136
P1 -0.7429 -1.6739 -0.0251
C11 -0.3004 -0.8863 1.5836
C12 -1.0990 -1.4165 2.7846
C13 0.9900 -2.4563 -0.2331
C14 1.2094 -3.5196 0.8502
C15 2.5075 -3.4029 1.6638
N1 2.2634 -3.7225 3.0755
O1 -2.4431 -1.2474 0.1667
C16 -2.9175 0.0595 0.0214
C17 -4.0457 0.3881 0.9858
C18 -4.5665 1.7917 0.7308
O2 -5.0779 -0.5868 0.8528
H1 1.6343 5.7831 2.4409
H2 2.2125 5.1281 3.9650
H3 2.6880 6.7413 3.4683
H4 4.6020 5.7693 2.6142
H5 3.5917 5.2208 1.3064
H6 3.7327 3.4702 3.7451
H7 5.1487 3.5401 2.7157
H8 3.6600 2.9648 0.7464
H9 3.8966 1.6929 1.9159
H10 1.6522 1.6236 2.4673
H11 1.5394 3.3628 2.5694
H12 1.2634 3.5614 0.1451
H13 0.0466 2.5062 0.8259
H14 1.6129 0.5286 0.1523
H15 2.5095 1.7107 -0.7623
H16 -0.4402 1.7287 -1.2899
H17 0.9175 2.0514 -2.3321
H18 1.4216 -0.5461 -2.0714
H19 0.3181 0.0832 -3.2593
H20 -0.6585 -1.8391 -2.3220
H21 -1.6388 -0.4468 -1.9368
H22 -1.2595 -2.9760 0.0975
H23 0.7656 -1.0479 1.7363
H24 -0.4361 0.1915 1.4931
H25 -0.4568 -1.4576 3.6677
H26 -1.9449 -0.7784 3.0253
H27 -1.4986 -2.4165 2.6204
H28 1.7820 -1.7011 -0.1798
H29 1.0624 -2.9022 -1.2286
H30 1.1659 -4.4967 0.3713
H31 0.3873 -3.5021 1.5791
H32 2.9429 -2.4051 1.5128
H33 3.2461 -4.1219 1.3027
H34 3.1403 -3.8015 3.5788
H35 1.7494 -2.9659 3.5167
H36 -2.1157 0.7975 0.1845
H37 -3.3007 0.2212 -0.9992
H38 -3.6668 0.3272 2.0115
H39 -5.2040 2.1361 1.5467
H40 -3.7470 2.5049 0.6235
H41 -5.1422 1.8088 -0.1997
H42 -5.9315 -0.1327 0.8020
O3 1.2794 4.0854 -3.6640
C19 0.2471 4.2009 -4.2549
C20 0.0063 4.2143 -5.7525
C21 -1.4037 4.7811 -5.8751
C22 -2.0256 4.3450 -4.5511
O4 -0.9393 4.3274 -3.6099
H43 0.0703 3.1817 -6.1036
H44 0.7833 4.7892 -6.2488
H45 -1.9590 4.4161 -6.7361
H46 -1.3665 5.8699 -5.9264
H47 -2.4449 3.3377 -4.6071
H48 -2.7824 5.0245 -4.1677
O5 0.2291 -5.8042 -1.5105
C23 -0.4994 -6.5219 -0.8901
C24 -0.6947 -6.6121 0.6135
C25 -1.4147 -7.9446 0.7912
C26 -2.1515 -8.0771 -0.5379
O6 -1.3152 -7.4154 -1.5017
H49 -1.3120 -5.7638 0.9190
H50 0.2601 -6.5343 1.1261
H51 -2.0870 -7.9771 1.6456
H52 -0.6883 -8.7517 0.8945
H53 -3.1196 -7.5715 -0.5220
H54 -2.2904 -9.1021 -0.8724

Charges computed using Löwdin, reported in e: -0.117 -0.249 -0.227 -0.210 -0.200 -0.214 -0.202 -0.193 -0.224 -0.251 0.854 -0.300 -0.119 -0.321 -0.260 -0.285 -0.013 -0.354 -0.280 -0.426 -0.052 -0.028 0.065 0.064 0.063 0.095 0.102 0.108 0.102 0.104 0.107 0.103 0.089 0.120 0.099 0.088 0.114 0.103 0.087 0.100 0.105 0.095 0.066 0.076 0.062 0.068 0.067 0.055 0.066 0.058 0.077 0.075 0.076 0.096 0.109 0.059 0.051 0.104 0.124 0.129 0.081 0.081 0.086 0.085 0.116 -0.489 -0.075 -0.151 -0.154 0.018 0.132 0.125 0.114 0.117 0.126 0.124 0.116 -0.480 -0.083 -0.149 -0.155 0.022 0.128 0.122 0.115 0.117 0.126 0.123


Entry 3:
Formula: C2HAuLiO2
Source: the OMol25 dataset
Level of theory: ωB97M-V with the def2-TZVPD basis set

The value obtained for the orbital gap (alpha / beta) is 9.731 / 5.918 eV. Its spin multiplicity is 3. The charge is +1. For the electronic energy, the calculation gives -370.09279 a.u. The value obtained for the LUMO energy (alpha / beta) is -5.38 / -8.39 eV. The value obtained for the HOMO energy (alpha / beta) is -15.1 / -14.3 eV. The energy above the lowest of the compared OMol25 structures with the same formula, charge and spin comes out at 0.0 kJ/mol. The value obtained for the largest force on an atom is 4.4 eV/A.

Geometry (Å):
O1 -1.7941 -0.2719 0.1311
C1 -0.9088 0.3052 -0.4396
C2 0.1814 0.7610 -0.9311
H1 0.3892 1.2194 -1.8921
Li1 -0.9067 -1.2836 1.7329
Au1 1.3158 0.1148 0.6578
O2 0.8304 -1.1449 1.8581

Charges computed using natural (NBO), reported in e: -0.530 0.641 -0.679 0.313 0.971 1.114 -0.830